Density functional theory data (ωB97M-V/def2-TZVPD) for C8H24N6O10Zn2 as an isolated structure.

net charge: +2
LUMO: -10.8 eV
largest force on an atom: 7.569 eV Å⁻¹
frontier orbital gap: 3.02 eV
highest occupied orbital energy: -13.81 eV

Last column: Mulliken charge in e.
Geometry (Å):
Zn (18.799, 25.481, -10.884)  0.80
Zn (21.298, 23.601, -9.594)  0.84
C (21.073, 24.408, -11.829)  1.76
O (19.829, 24.441, -12.236)  -0.46
O (21.704, 23.298, -11.574)  -0.77
O (21.157, 25.250, -10.806)  -1.10
C (19.491, 28.286, -11.463)  0.89
O (18.694, 27.357, -11.138)  -0.57
N (20.805, 28.258, -11.136)  -0.31
N (19.064, 29.433, -11.982)  -0.37
H (21.312, 29.126, -11.162)  0.19
H (21.280, 27.385, -10.985)  0.18
H (19.727, 30.137, -12.260)  0.20
H (18.086, 29.532, -12.207)  0.26
C (23.559, 25.206, -8.176)  0.79
O (22.976, 24.225, -8.718)  -0.53
N (24.012, 25.130, -6.918)  -0.39
N (23.718, 26.371, -8.830)  -0.30
H (23.757, 24.288, -6.428)  0.25
H (24.430, 25.915, -6.449)  0.21
H (23.280, 26.376, -9.734)  0.20
H (24.414, 27.023, -8.513)  0.23
C (25.121, 23.240, -13.343)  0.49
O (26.293, 23.242, -13.620)  -0.59
N (24.712, 23.059, -12.034)  -0.28
N (24.076, 23.400, -14.206)  -0.16
H (23.724, 23.013, -11.843)  0.18
H (25.318, 22.768, -11.291)  0.19
H (23.191, 23.779, -13.916)  0.01
H (24.046, 23.264, -15.200)  0.20
C (18.953, 26.624, -15.434)  -0.03
C (20.199, 26.351, -16.229)  -0.52
O (21.264, 25.830, -15.442)  -0.49
O (18.556, 25.467, -14.683)  -0.48
H (18.092, 26.945, -16.010)  0.38
H (19.189, 27.355, -14.644)  -0.05
H (20.472, 27.264, -16.767)  0.37
H (20.003, 25.650, -17.046)  0.31
H (21.355, 24.904, -15.683)  0.27
H (19.299, 25.184, -14.145)  0.23
C (20.202, 20.406, -15.420)  -0.76
C (20.032, 21.802, -14.885)  0.52
O (18.827, 22.048, -14.107)  -0.59
O (19.533, 20.269, -16.673)  -0.51
H (19.923, 19.598, -14.737)  0.37
H (21.266, 20.199, -15.580)  0.26
H (19.934, 22.453, -15.758)  0.10
H (20.835, 22.068, -14.190)  0.03
H (19.075, 22.728, -13.481)  0.19
H (18.759, 19.733, -16.479)  0.32